[1]
C21H30N4O2 | ωB97M-V/def2-TZVPD

Last column: Mulliken charge in e.
Element x y z (Å)
O1 -2.135 -3.004 3.411  -0.68
C1 -0.039 -1.500 4.305  -0.79
C2 4.553 0.776 -2.596  -1.55
C3 -0.848 1.339 -1.700  -0.32
N1 0.691 -1.436 2.085  -0.77
H1 -1.860 -0.551 -1.479  0.19
H2 3.724 1.550 -0.141  0.40
H3 1.522 -2.600 -1.616  0.47
H4 2.070 0.455 1.320  0.49
C4 -0.426 -2.535 0.306  -0.38
H5 -2.084 -1.033 4.815  0.41
H6 3.148 -1.503 -3.064  0.37
C5 -1.649 0.169 -2.272  -0.55
C6 3.543 0.110 -1.714  1.08
H7 -1.428 0.123 0.428  -0.54
C7 -1.316 -2.668 2.570  0.42
H8 0.069 -0.871 -3.037  -0.11
H9 -0.068 3.453 -0.142  0.32
C8 -0.730 0.303 -4.648  -1.48
N2 -0.220 -1.889 2.918  0.73
N3 -1.513 1.941 -0.551  0.00
C9 -1.122 -0.523 4.782  -0.81
H10 -0.071 1.144 -4.450  0.33
H11 -0.479 -2.758 -0.748  0.34
H12 -0.855 -0.183 5.783  0.41
H13 -1.726 3.775 0.413  0.36
H14 -2.607 0.546 -2.634  0.30
C10 3.234 0.643 -0.466  -0.99
H15 -2.196 -3.606 0.838  0.46
H16 -0.077 -2.403 4.921  0.37
C11 -1.263 1.179 0.658  0.79
C12 2.910 -1.063 -2.105  -0.70
C13 -1.367 -2.994 1.161  -0.84
H17 -3.228 1.607 1.455  0.23
H18 -1.689 0.686 -4.989  0.33
H19 0.946 -1.036 4.369  0.44
O2 -0.441 1.640 3.973  -0.67
H20 -0.761 2.107 -2.470  0.62
H21 4.410 1.854 -2.597  0.37
H22 4.484 0.408 -3.616  0.38
H23 -1.478 -1.448 -3.667  0.40
C14 1.652 -1.128 -0.052  1.10
C15 -1.174 0.682 3.854  0.53
N4 -2.106 0.581 2.879  -0.03
H24 0.172 1.002 -1.444  -0.14
H25 -1.349 3.872 -1.306  0.39
H26 -1.908 2.515 2.244  0.49
H27 -2.631 -0.274 2.784  0.30
C16 0.631 -1.720 0.814  0.21
C17 -2.199 1.555 1.814  -1.12
H28 -0.219 1.290 1.001  0.06
H29 5.559 0.574 -2.227  0.31
C18 2.307 0.036 0.355  -0.63
H30 -0.292 -0.288 -5.449  0.42
C19 1.978 -1.677 -1.290  -0.70
C20 -0.911 -0.553 -3.400  0.08
C21 -1.135 3.332 -0.385  -1.11

Calculated values
ΔE to the lowest compared entry with this formula, charge and spin = 0.188 eV
structure (SMILES) = CCCCN(C)CCNC(=O)CCn1nc(-c2ccc(C)cc2)ccc1=O
E_HOMO = -8.4466 eV
orbital gap = 8.4 eV


[2]
C5H14N2O | ωB97M-V/def2-TZVPD

Last column: Mulliken charge in e.
Element x y z (Å)
N1 -1.966 0.269 -1.147  -0.75
H1 -0.730 -1.473 1.513  0.37
H2 -0.335 1.571 1.511  0.32
H3 0.362 -2.541 0.628  0.46
C1 -0.778 0.617 -0.391  0.06
H4 -1.688 -0.149 -2.028  0.34
H5 1.300 -0.118 1.442  0.30
H6 -2.520 -0.413 -0.638  0.26
H7 -1.761 0.522 1.539  0.32
C2 0.222 -0.573 -0.228  0.93
H8 1.263 -1.598 -1.496  0.44
H9 2.275 0.767 -1.167  0.34
O1 0.542 -0.960 -1.550  -0.63
C3 2.223 0.874 -0.085  -0.93
N2 1.467 -0.242 0.451  -0.46
H10 -1.837 2.089 0.740  0.39
H11 -0.254 1.373 -0.988  0.54
H12 3.234 0.824 0.321  0.35
H13 -1.230 -2.168 -0.040  0.36
H14 1.801 1.860 0.150  0.25
C4 -0.393 -1.764 0.523  -1.75
C5 -1.197 1.234 0.940  -1.50

Calculated values
ΔE to the lowest compared entry with this formula, charge and spin = 1.152 eV
structure (SMILES) = CN[C@](C)(O)[C@H](C)N
E_HOMO = -8.4937 eV
orbital gap = 9.4 eV


[3]
C13H24N3O3S2 | ωB97M-V/def2-TZVPD

Last column: Mulliken charge in e.
Element x y z (Å)
C1 1.398 3.407 1.787  -0.48
C2 -0.951 -0.852 -3.789  -0.55
H1 -1.163 -1.421 0.481  0.21
H2 2.587 1.281 4.902  0.34
H3 2.263 3.053 5.216  0.27
N1 0.815 2.114 3.976  0.04
H4 -0.013 -3.578 -1.111  0.29
H5 1.713 -2.204 1.623  0.31
C3 0.672 -1.782 1.842  -0.66
S1 0.807 0.065 1.849  0.08
H6 -2.757 -1.971 -4.640  0.33
C4 0.389 3.175 3.030  -0.49
N2 -0.587 -1.949 -2.826  -0.49
H7 1.526 -2.891 -0.407  0.36
H8 0.857 2.985 0.857  0.26
S2 -0.355 -0.217 4.647  -0.26
N3 -4.664 -1.382 -2.767  -0.68
O1 2.602 -2.253 -2.633  -0.72
C5 0.466 0.755 3.519  -0.19
C6 3.211 2.765 3.222  -0.31
C7 -3.401 -0.582 -2.900  0.10
H9 0.404 4.166 3.628  0.27
H10 -0.031 -2.608 -3.396  0.33
C8 -0.389 -2.242 0.687  -0.43
C9 1.803 -1.263 -2.487  0.22
H11 -0.707 3.065 2.689  0.27
H12 4.122 2.056 3.221  0.24
H13 -5.469 -0.785 -3.037  0.26
H14 0.290 -2.243 2.809  0.39
H15 1.543 4.531 1.550  0.33
H16 -4.686 -2.176 -3.420  0.25
H17 0.038 -0.449 -1.316  0.29
H18 -0.360 -0.898 -4.770  0.34
C10 0.352 -1.447 -1.776  0.41
H19 -0.893 -3.202 1.061  0.37
H20 -2.770 -0.157 -5.014  0.29
H21 3.629 3.810 3.452  0.27
O2 2.651 2.701 1.895  -0.30
C11 -2.526 -0.940 -4.200  -0.70
H22 -0.816 0.190 -3.335  0.22
H23 -2.755 -0.756 -1.960  -0.11
C12 0.435 -2.618 -0.650  -0.90
C13 2.237 2.243 4.389  -0.52
H24 -3.711 0.523 -2.964  0.26
O3 2.198 -0.020 -2.935  -0.78

Calculated values
total charge = -1
structure (SMILES) = NCCCN[C@@H](CCCSC(=S)N1CCOCC1)C(=O)[O-]
E_HOMO = -4.0078 eV
orbital gap = 5.9 eV


[4]
C5H9N3OS | ωB97M-V/def2-TZVPD

Last column: Mulliken charge in e.
Element x y z (Å)
N1 0.489 1.079 0.496  -0.55
O1 -2.974 -1.564 -0.196  -0.58
H1 4.101 0.107 -0.548  0.25
N2 2.117 -0.329 0.144  0.11
H2 1.179 -2.107 0.421  0.46
H3 3.586 -1.565 -0.867  0.33
C1 -0.004 -0.159 0.678  -0.39
C2 -2.766 1.007 -1.097  -0.80
S1 -2.718 -0.208 0.283  0.83
H4 2.424 1.801 -0.172  0.26
H5 -3.818 1.249 -1.416  0.33
H6 -2.253 1.816 -0.792  0.35
H7 -3.684 0.086 2.385  0.26
C3 3.478 -0.773 -0.139  -0.80
H8 4.029 -1.101 0.709  0.33
C4 1.751 0.940 0.176  0.04
N3 -3.620 0.406 1.363  -0.59
H9 -2.312 0.375 -1.883  0.28
C5 0.998 -1.059 0.455  -0.12

Calculated values
ΔE to the lowest compared entry with this formula, charge and spin = 4.589 eV
E_HOMO (alpha / beta) = -8.4297 / -9.0450 eV
orbital gap (alpha / beta) = 7.9 / 8.1 eV


no.,E (a.u.)
1,-1187.7342
2,-383.6584
3,-1695.9876
4,-833.4216